No. 1
{"formula": "C33H26As2N2O8Pd", "method": "wB97M-V/def2-TZVPD", "max_force_ev_per_a": 0.96, "e_lumo_ev": 4.216, "gap_ev": 6.587, "total_charge": -2, "relative_energy_kj_mol": 0.0, "species": ["Pd", "C", "C", "As", "C", "C", "C", "C", "C", "C", "C", "C", "C", "C", "C", "C", "As", "C", "C", "C", "C", "C", "C", "C", "C", "C", "C", "C", "C", "H", "H", "H", "H", "H", "H", "H", "H", "H", "H", "H", "H", "H", "H", "H", "H", "H", "H", "H", "H", "H", "H", "H", "H", "O", "C", "O", "C", "C", "C", "C", "C", "C", "O", "N", "O", "O", "N", "O", "O", "H", "H", "O"], "xyz": [[-1.0907, -0.1134, 1.0697], [1.5165, 2.5576, 1.2101], [2.4754, 1.6897, 0.4013], [2.3090, -0.2463, 0.7898], [1.6507, -0.8652, -0.9499], [2.0545, -0.3222, -2.1669], [1.5037, -0.7738, -3.3560], [0.5390, -1.7748, -3.3390], [0.1445, -2.3334, -2.1350], [0.7055, -1.8869, -0.9433], [4.2244, -0.6542, 0.4722], [5.1866, -0.0359, 1.2715], [6.5322, -0.3570, 1.1617], [6.9452, -1.3219, 0.2524], [5.9988, -1.9589, -0.5373], [4.6533, -1.6288, -0.4272], [-0.3798, 2.0514, 0.9521], [-0.3466, 2.5092, -1.0659], [0.3266, 3.6204, -1.5742], [0.3667, 3.8791, -2.9390], [-0.2802, 3.0232, -3.8231], [-0.9601, 1.9193, -3.3306], [-0.9908, 1.6612, -1.9617], [-1.4813, 3.6009, 1.4209], [-1.4188, 4.0708, 2.7305], [-2.1871, 5.1541, 3.1340], [-3.0491, 5.7683, 2.2340], [-3.1326, 5.2927, 0.9327], [-2.3457, 4.2218, 0.5269], [1.6675, 3.6116, 0.9642], [1.6561, 2.4183, 2.2823], [3.5140, 1.9640, 0.6000], [2.2988, 1.8428, -0.6633], [2.7974, 0.4670, -2.1992], [1.8076, -0.3245, -4.2945], [0.0801, -2.1028, -4.2641], [-0.6319, -3.0878, -2.1108], [0.3731, -2.3037, -0.0001], [4.8790, 0.7076, 2.0009], [7.2592, 0.1425, 1.7923], [7.9945, -1.5778, 0.1649], [6.3072, -2.7181, -1.2469], [3.9259, -2.1294, -1.0553], [0.8269, 4.3089, -0.8991], [0.9006, 4.7470, -3.3129], [-0.2489, 3.2167, -4.8900], [-1.4636, 1.2381, -4.0073], [-1.5114, 0.7778, -1.6025], [-0.7854, 3.5501, 3.4394], [-2.1261, 5.5106, 4.1561], [-3.6595, 6.6069, 2.5489], [-3.8149, 5.7549, 0.2287], [-2.4095, 3.8626, -0.4927], [-3.3744, -2.1481, -1.8824], [-2.8210, -1.9505, -0.7951], [-2.1266, -0.9220, -0.5312], [-3.0153, -3.0302, 0.2719], [-4.0260, -3.9202, 0.0386], [-4.3042, -4.9770, 0.9200], [-3.5060, -5.1867, 2.0306], [-2.4546, -4.3363, 2.2609], [-2.1769, -3.1460, 1.4637], [-1.3077, -2.3202, 1.8003], [-1.6066, -4.6722, 3.3946], [-0.4337, -4.3652, 3.3602], [-2.1112, -5.2993, 4.3269], [-5.3881, -5.8750, 0.6589], [-5.6104, -6.7861, 1.4558], [-6.1077, -5.6661, -0.3119], [-4.6096, -3.7954, -0.8615], [-3.6886, -6.0159, 2.6952], [-0.4380, 1.1817, 2.5548]], "forces_ev_per_angstrom": [[-0.3, 0.2, 0.9], [-0.1, 0.0, 0.0], [-0.1, 0.2, 0.0], [0.1, -0.2, -0.1], [0.0, -0.1, 0.1], [0.0, 0.0, -0.1], [0.0, 0.0, 0.0], [0.0, 0.0, 0.0], [0.0, -0.1, 0.0], [0.1, 0.0, -0.1], [0.0, 0.0, 0.0], [0.0, 0.0, 0.0], [0.0, 0.0, 0.0], [0.0, 0.0, 0.0], [0.0, 0.0, 0.0], [0.0, 0.0, 0.0], [0.1, -0.1, -0.1], [0.0, 0.0, 0.1], [0.0, 0.0, 0.0], [0.0, 0.0, 0.0], [0.0, 0.0, 0.0], [0.0, 0.0, 0.0], [0.0, 0.0, -0.1], [0.1, 0.0, 0.2], [0.0, -0.1, 0.1], [0.0, 0.0, 0.0], [0.0, 0.0, 0.0], [0.0, 0.0, 0.0], [0.0, 0.0, 0.0], [0.0, 0.0, 0.0], [0.0, 0.0, 0.0], [0.0, 0.0, 0.0], [0.0, 0.0, 0.0], [0.0, 0.0, 0.0], [0.0, 0.0, 0.0], [0.0, 0.0, 0.0], [0.0, 0.0, 0.0], [0.0, 0.0, 0.0], [0.0, 0.0, 0.0], [0.0, 0.0, 0.0], [0.0, 0.0, 0.0], [0.0, 0.0, 0.0], [0.0, 0.0, 0.0], [0.0, 0.0, 0.0], [0.0, 0.0, 0.0], [0.0, 0.0, 0.0], [0.0, 0.0, 0.0], [0.0, 0.0, 0.0], [0.0, 0.0, 0.0], [0.0, 0.0, 0.0], [0.0, 0.0, 0.0], [0.0, 0.0, 0.0], [0.0, 0.0, 0.0], [0.0, 0.0, -0.1], [-0.1, -0.1, 0.1], [0.1, 0.1, -0.3], [0.1, 0.1, 0.1], [0.0, 0.0, 0.0], [0.1, -0.1, -0.1], [0.0, 0.0, -0.1], [0.1, 0.1, 0.1], [-0.1, 0.0, -0.1], [0.0, 0.2, 0.1], [0.0, -0.1, 0.0], [0.0, 0.0, 0.0], [0.0, 0.1, 0.0], [-0.4, 0.3, 0.3], [0.1, -0.1, -0.1], [0.1, -0.1, -0.1], [0.0, 0.0, 0.0], [0.0, 0.0, 0.0], [-0.1, -0.2, -0.7]]}

***

No. 2
{"formula": "C30H46O2P4Pb", "method": "wB97M-V/def2-TZVPD", "max_force_ev_per_a": 6.84, "e_lumo_ev": [-14.049, -13.073], "gap_ev": [2.938, 4.058], "total_charge": 4, "relative_energy_kj_mol": 0.0, "species": ["P", "C", "H", "H", "H", "C", "H", "H", "H", "C", "H", "H", "H", "P", "C", "H", "H", "H", "C", "H", "H", "H", "C", "H", "H", "H", "P", "C", "H", "H", "H", "C", "H", "H", "H", "C", "H", "H", "H", "Pb", "C", "O", "C", "O", "C", "C", "C", "C", "C", "C", "H", "H", "H", "H", "H", "H", "C", "P", "C", "C", "C", "C", "C", "C", "C", "C", "C", "C", "C", "C", "H", "H", "H", "H", "H", "H", "H", "H", "H", "H", "H", "H", "H"], "xyz": [[4.1208, 0.2214, -0.4469], [5.2396, 0.1760, 1.0210], [6.2871, -0.0681, 0.7857], [4.8030, -0.5638, 1.7180], [5.1549, 1.1774, 1.4835], [4.2983, -1.3109, -1.4645], [3.7063, -1.1457, -2.3968], [3.8425, -2.1647, -0.9356], [5.3403, -1.5329, -1.7423], [4.7656, 1.3442, -1.7556], [5.7665, 1.0593, -2.0918], [4.7517, 2.3747, -1.3999], [4.0757, 1.2666, -2.6117], [-1.2111, 4.1656, -0.9771], [-1.3462, 5.2167, 0.5292], [-1.8825, 6.1537, 0.3402], [-0.3190, 5.3888, 0.8823], [-1.8717, 4.6023, 1.2776], [-0.1085, 5.0028, -2.1688], [-0.0620, 4.3649, -3.0802], [0.9124, 5.0957, -1.7694], [-0.5130, 5.9889, -2.4504], [-2.7306, 4.3522, -2.0090], [-2.8906, 5.4070, -2.2732], [-3.5958, 3.9275, -1.4865], [-2.5522, 3.7669, -2.9310], [-3.1284, -2.1339, -0.3847], [-4.1698, -2.5996, 1.0567], [-4.9463, -3.3435, 0.8238], [-4.6264, -1.6503, 1.4055], [-3.4880, -2.9587, 1.8517], [-4.1933, -1.6541, -1.8119], [-4.9571, -2.4118, -2.0398], [-3.5275, -1.5410, -2.6929], [-4.6621, -0.6797, -1.6177], [-2.3692, -3.5837, -1.2248], [-3.1128, -4.2976, -1.5967], [-1.6509, -4.0687, -0.5561], [-1.8094, -3.1739, -2.0877], [-0.0140, 0.2935, -3.1380], [1.5293, 2.2758, -0.0639], [1.3958, 2.3579, 1.0737], [-2.3329, 1.3153, -0.1905], [-2.5347, 1.2465, 0.9398], [-1.3122, 0.1578, -5.1331], [-0.6560, -1.1067, -5.0096], [0.7580, -1.1730, -4.9559], [1.5329, 0.0153, -4.9701], [0.8916, 1.2883, -5.1225], [-0.5354, 1.3621, -5.1802], [-2.3903, 0.1898, -5.3218], [-1.2302, -2.0303, -5.1515], [1.2556, -2.1420, -5.1228], [2.6187, -0.0584, -5.0660], [1.4934, 2.1793, -5.3138], [-1.0298, 2.3226, -5.3635], [1.1378, -2.0357, 1.3025], [-0.5492, -1.9507, 2.0610], [-0.1745, -2.9387, 3.5652], [0.8856, -2.5577, 4.4043], [1.2202, -3.3402, 5.5152], [0.4921, -4.5038, 5.7906], [-0.5594, -4.8874, 4.9483], [-0.8940, -4.1160, 3.8358], [-0.4405, -0.2430, 2.8023], [-1.6067, 0.3582, 3.3268], [-1.5424, 1.6516, 3.8196], [-0.3378, 2.3568, 3.8321], [0.8068, 1.7515, 3.3261], [0.7554, 0.4582, 2.8390], [1.2288, -1.3272, 0.4736], [1.2842, -3.0520, 0.9312], [1.9051, -1.8372, 2.0557], [1.4580, -1.6458, 4.1965], [2.0481, -3.0274, 6.1562], [0.7530, -5.1039, 6.6629], [-1.1169, -5.8009, 5.1683], [-1.7056, -4.4168, 3.1722], [-2.5344, -0.2273, 3.4025], [-2.4581, 2.1324, 4.2027], [-0.2742, 3.3721, 4.2261], [1.7574, 2.2654, 3.4047], [1.6810, 0.0017, 2.4964]], "forces_ev_per_angstrom": [[-0.8, -0.1, -0.6], [-0.2, 0.0, -0.5], [-0.4, 0.1, 0.2], [0.4, 0.3, -0.3], [0.2, -0.5, -0.1], [-0.2, -0.4, 0.2], [0.4, -0.1, 0.5], [0.4, 0.2, -0.3], [-0.4, 0.0, 0.1], [0.1, 0.1, 0.4], [0.0, 0.2, 0.0], [0.2, 0.0, -0.2], [0.2, 0.0, 0.2], [-0.9, 3.2, -1.1], [0.5, -1.5, 0.3], [0.0, -0.2, -0.3], [-0.3, 0.1, 0.0], [0.1, 0.5, 0.0], [1.2, -1.0, 0.0], [0.0, 0.5, 0.5], [-0.3, 0.1, -0.2], [0.0, -0.3, 0.3], [-0.1, -1.5, 0.4], [0.2, -0.2, 0.3], [0.0, 0.3, -0.3], [-0.2, 0.3, 0.3], [0.3, -0.6, -0.3], [0.2, 0.3, -0.1], [0.2, 0.3, 0.1], [0.1, -0.6, -0.1], [-0.4, 0.1, -0.4], [0.1, 0.7, 0.2], [0.2, 0.2, 0.1], [-0.3, -0.1, 0.4], [-0.1, -0.3, -0.2], [0.4, 0.1, 0.4], [0.1, 0.1, 0.2], [-0.2, -0.1, -0.2], [-0.2, -0.2, 0.3], [0.0, 0.1, 6.8], [-0.6, 0.1, 2.5], [0.8, 0.4, -3.9], [-0.5, -0.3, 3.4], [0.3, 0.4, -3.8], [0.2, -0.1, -1.4], [-0.3, 0.0, -1.6], [0.3, -0.3, -1.5], [0.1, 0.3, -1.7], [0.0, -0.4, -1.3], [0.0, -0.2, -1.5], [0.3, 0.1, 0.3], [0.1, 0.3, 0.4], [-0.2, 0.4, 0.7], [-0.2, 0.1, 0.3], [-0.1, -0.1, 0.3], [0.2, -0.3, 0.1], [-0.6, -0.4, -0.9], [2.2, 1.4, 1.7], [-0.8, -1.1, 0.1], [0.1, 0.2, 0.2], [-0.2, 0.1, -0.4], [-0.1, 0.2, -0.3], [0.1, -0.1, 0.2], [0.3, 0.3, 0.1], [-1.2, -0.5, -0.4], [0.4, -0.5, 0.2], [-0.7, 0.4, 0.3], [0.0, 0.0, -0.3], [-0.2, -0.1, 1.5], [0.4, -0.1, -0.2], [0.1, 0.0, 0.1], [0.1, 0.0, 0.0], [-0.3, -0.1, -0.1], [-0.3, -0.4, 0.2], [-0.3, -0.2, -0.2], [-0.1, 0.1, -0.3], [0.2, 0.3, -0.1], [0.2, 0.0, 0.2], [0.3, 0.4, -0.2], [0.6, -0.4, -0.1], [-0.1, -0.3, 0.0], [-0.1, -0.1, 0.0], [-0.2, 0.3, 0.0]]}